Formula: C4H8O2
Source: the Open Molecules 2025 dataset
Level of theory: the ωB97M-V functional and the def2-TZVPD basis

Structure (XYZ):
```
14
Properties=species:S:1:pos:R:3:forces:R:3:nbo_charge:R:1
C 0.702141 1.526342 -0.534733 0.2 0.1 0.0 -0.262
O -0.597615 0.975743 -0.619815 -0.1 0.0 0.0 -0.524
C -0.726167 -0.338369 -0.114074 -0.1 -0.2 0.1 -0.007
C -0.517603 -0.497943 1.382606 0.0 0.1 0.1 -0.643
C 0.180636 -1.253930 -0.929806 0.2 -0.3 0.1 0.413
O 0.875326 -2.127194 -0.471295 -0.3 0.3 -0.2 -0.511
H 0.870380 2.039923 0.419998 -0.1 -0.1 -0.1 0.175
H 0.792227 2.250737 -1.348008 0.0 -0.1 0.1 0.197
H 1.486062 0.765101 -0.657370 -0.1 0.1 0.0 0.169
H -1.757370 -0.622370 -0.367592 0.1 0.0 0.0 0.208
H 0.477117 -0.159514 1.687519 -0.1 -0.1 -0.1 0.216
H -1.272896 0.064968 1.937938 0.1 0.0 -0.1 0.220
H -0.598669 -1.556693 1.646286 0.0 0.2 0.0 0.233
H 0.162107 -1.034406 -2.019900 0.0 -0.1 0.1 0.116
```
Positions in Å, forces in eV/Å.

SMILES	CO[C@H](C)C=O
LUMO level	0.887	eV
relative energy (zero: lowest compared OMol25 entry of this formula, charge and spin)	37.4	kcal per mole
spin multiplicity	1
frontier orbital gap	10.606	eV

***

Formula: C7H13AlNO2P
Source: the Open Molecules 2025 dataset
Level of theory: the ωB97M-V functional and the def2-TZVPD basis

Structure (XYZ):
```
25
Properties=species:S:1:pos:R:3:forces:R:3:mulliken_charge:R:1
C 0.423093 -0.529983 -2.244269 -1.3 -0.4 -1.1 -0.802
C -0.950055 0.034905 -2.134688 0.9 0.1 -0.6 0.062
C -0.789050 1.399307 -1.639646 0.5 1.8 -2.7 -0.768
C 0.586951 1.464695 -1.114772 0.5 0.7 -1.4 -0.335
C 1.298471 0.373760 -1.740783 0.8 0.5 0.8 -0.229
Al -0.731319 0.287864 -0.141121 -1.4 -0.2 2.4 -0.867
P 0.325746 -1.525131 0.987702 1.2 -1.2 0.2 -0.195
H 0.668241 -1.479174 -2.738853 -0.2 0.5 0.4 0.443
H -1.778463 -0.274162 -2.761928 0.1 -0.1 0.4 0.477
H -1.511988 2.222028 -1.696959 0.4 -0.6 0.2 0.434
H 2.389692 0.350341 -1.819393 -0.4 -0.4 0.4 0.422
H 1.106832 2.356040 -0.761150 -0.5 -0.3 0.0 0.480
H 1.579488 -1.213887 1.550671 0.1 0.0 0.1 0.124
H 0.695851 -2.741794 0.323385 -0.3 0.3 0.3 0.117
H -0.279244 -2.014685 2.162469 -0.1 0.1 -0.2 0.132
N -1.375630 1.908061 3.988559 -0.6 0.3 0.0 -1.283
C -2.425475 1.683640 2.928788 0.0 0.5 0.3 -1.452
C -1.670699 1.532264 1.662598 0.4 0.0 -0.7 1.463
O -0.396224 1.471508 1.784222 -1.6 -0.8 -1.4 -0.283
O -2.304611 1.242978 0.561280 1.7 -0.3 2.0 -0.454
H -0.618613 1.199978 3.902577 -0.1 -0.2 0.1 0.382
H -1.795918 1.867677 4.925578 -0.1 -0.2 0.4 1.118
H -0.933548 2.839519 3.871186 0.0 0.1 -0.1 0.535
H -2.969621 0.754994 3.155998 0.2 0.1 0.1 0.244
H -3.119608 2.523155 2.897449 0.0 -0.2 0.1 0.236
```
Positions in Å, forces in eV/Å.

LUMO level (alpha / beta)	0.207 / 0.252	eV
spin multiplicity	1
frontier orbital gap (alpha / beta)	3.882 / 4.723	eV

***

Formula: C72H81F5HfN3O4P3S
Source: the Open Molecules 2025 dataset
Level of theory: the ωB97M-V functional and the def2-TZVPD basis

Structure (XYZ):
```
170
Properties=species:S:1:pos:R:3:forces:R:3:mulliken_charge:R:1
Hf 0.110892 1.437980 -0.414470 -0.7 -1.0 0.1 0.834
F 4.195306 4.495512 -2.780365 0.0 0.0 0.0 -0.410
C 2.948909 4.015473 -2.907070 0.1 0.1 -0.1 -0.060
C 2.387314 3.331474 -1.847842 0.0 -0.1 0.1 -0.605
C 1.104066 2.804328 -1.927366 0.0 0.2 -0.1 -0.159
C 0.380415 3.048615 -3.115116 -0.1 -0.1 0.0 0.786
C 1.006435 3.698662 -4.173373 0.0 0.0 -0.1 0.598
F 0.375700 3.853279 -5.352896 0.0 0.0 0.0 -0.433
C 2.290756 4.193835 -4.102071 0.0 0.0 0.0 -0.883
C -1.035965 2.647030 -3.147410 0.1 -0.1 0.0 0.343
C -1.979956 3.188473 -4.015501 0.0 0.0 -0.1 -1.099
C -3.310214 2.843180 -3.890160 -0.1 0.0 0.0 -1.531
C -3.690684 1.970123 -2.883061 -0.1 0.0 -0.1 -0.789
C -2.710019 1.480687 -2.055415 0.2 -0.1 -0.1 -0.123
N -1.411358 1.773092 -2.184020 0.1 0.3 0.0 0.821
H 2.984782 3.223452 -0.958253 0.0 0.0 0.0 1.296
H 2.743199 4.701767 -4.942615 0.0 0.0 0.0 0.577
H -1.675959 3.897193 -4.766672 0.0 0.0 0.0 0.700
H -4.044711 3.268834 -4.562002 0.0 0.0 0.0 0.499
H -4.722773 1.682114 -2.731419 0.0 0.0 0.0 0.642
H -2.943046 0.830433 -1.236730 0.0 -0.1 -0.1 -0.146
C 1.081050 0.526268 6.406650 -0.1 0.1 0.0 -0.610
O -0.143777 1.250064 6.250538 0.1 -0.1 0.0 -0.457
C -0.516314 1.607229 5.025346 0.0 -0.1 0.1 1.170
C -1.668649 2.430440 4.969410 0.0 0.0 0.0 -1.446
C -2.082798 2.889645 3.764082 0.0 0.0 0.0 -0.993
C -1.420106 2.537162 2.552223 -0.2 0.0 0.0 0.776
C -1.797071 3.167417 1.346157 0.1 0.0 0.0 0.843
C -2.826856 4.251255 1.305831 -0.1 0.0 0.0 -2.102
O -1.243491 2.906580 0.227490 0.0 0.0 0.2 -0.512
C -0.316250 1.637331 2.628968 0.1 0.0 -0.2 0.360
O 0.314045 1.210555 1.555053 -0.1 0.2 0.5 0.814
C 0.141330 1.211928 3.871963 0.0 -0.1 0.1 -0.442
H 1.217365 0.399844 7.474280 0.0 0.0 0.0 0.338
H 1.911003 1.097498 5.990656 0.0 0.0 0.0 0.266
H 1.024002 -0.447565 5.920888 0.0 -0.1 0.0 0.205
H -2.168584 2.695043 5.891579 0.0 0.0 0.0 0.553
H -2.936385 3.552784 3.725583 0.0 0.0 0.0 0.483
H -2.533899 5.081249 1.951716 0.0 0.0 0.0 0.535
H -3.789997 3.882536 1.659638 0.0 0.0 0.0 0.415
H -2.931001 4.607493 0.284735 0.0 0.0 0.0 0.216
H 1.002165 0.558385 3.891435 -0.1 0.0 0.0 -0.143
C 6.331905 -2.286103 -4.166611 0.0 0.1 0.0 -0.577
S 6.658629 -2.681297 -2.436242 0.0 0.0 0.0 -0.101
C 5.180746 -3.660916 -2.038160 0.0 0.0 -0.1 -1.124
C 4.139281 -2.905075 -1.218702 0.0 0.0 0.0 0.194
C 3.625748 -1.682969 -1.960193 0.0 -0.1 0.2 -1.195
N 2.607940 -0.888217 -1.225067 0.0 0.1 -0.4 0.744
P 0.998113 -0.884405 -1.737152 0.6 0.1 -0.3 0.719
C 0.621340 -2.659679 -1.759200 0.0 0.0 0.1 0.748
C 0.575440 -3.422717 -2.922154 0.0 0.0 0.0 0.117
C 0.429541 -4.803165 -2.837340 0.0 0.0 0.0 -1.286
C 0.329098 -5.424028 -1.600507 0.0 0.0 0.0 -0.987
C 0.376975 -4.665219 -0.435300 0.0 0.0 0.0 -0.664
C 0.522140 -3.290823 -0.518792 0.1 0.0 0.0 0.012
C 0.943401 -0.378429 -3.480118 -0.1 -0.1 0.0 0.732
C -0.266163 -0.517052 -4.165282 0.0 0.0 0.0 -0.105
C -0.395074 -0.047025 -5.462491 0.1 0.0 0.0 -0.669
C 0.686839 0.567215 -6.085487 0.0 0.0 0.0 -0.977
C 1.887695 0.716282 -5.405898 0.0 0.0 0.0 -0.920
C 2.013133 0.257567 -4.101169 0.1 0.0 0.0 -0.387
P 2.934836 0.335518 -0.065388 -0.2 -0.5 -0.1 0.804
C 4.692005 0.668602 -0.413059 0.0 0.3 0.1 1.172
C 5.033462 1.426812 -1.536629 0.1 -0.1 0.0 0.003
C 6.361921 1.652279 -1.861358 0.0 0.0 0.0 -1.071
C 7.368051 1.121155 -1.065320 0.0 0.0 0.0 -0.759
C 7.040199 0.353861 0.041978 0.0 0.0 0.0 -0.935
C 5.710818 0.124550 0.369978 0.0 0.1 0.0 -0.692
C 3.013841 -0.527120 1.543190 0.2 0.2 0.1 1.232
C 2.825264 -1.895644 1.665911 0.0 0.0 0.1 -1.147
C 2.943856 -2.520048 2.903790 0.0 0.0 0.0 -0.601
C 3.275438 -1.779753 4.027286 0.0 0.0 0.0 -1.283
C 3.471950 -0.406241 3.913060 0.0 0.0 0.0 -0.579
C 3.324602 0.217770 2.684012 0.0 0.0 0.0 -0.572
H 7.146079 -1.645727 -4.502412 0.0 0.0 0.0 0.383
H 5.390860 -1.746782 -4.284762 0.0 0.0 0.0 -0.024
H 6.322438 -3.187978 -4.776166 0.0 0.0 0.0 0.325
H 5.520897 -4.537114 -1.488529 0.0 0.0 0.0 0.534
H 4.750778 -4.013038 -2.978981 0.0 0.0 0.0 0.477
H 4.579298 -2.603118 -0.264293 0.0 0.0 -0.1 0.273
H 3.304196 -3.580865 -1.004270 0.0 0.0 0.0 -0.398
H 3.174671 -2.007365 -2.899464 -0.1 0.0 -0.1 1.048
H 4.469716 -1.040583 -2.214001 0.0 0.0 0.0 0.862
H 0.660419 -2.953674 -3.893636 0.0 0.0 0.0 0.616
H 0.400705 -5.393880 -3.744164 0.0 0.0 0.0 0.488
H 0.218577 -6.499538 -1.543052 0.0 0.0 0.0 0.475
H 0.305672 -5.147912 0.532951 0.0 0.0 0.0 0.474
H 0.578323 -2.694327 0.384233 -0.1 0.0 0.0 -0.190
H -1.112571 -0.999841 -3.683150 0.1 0.1 0.0 0.111
H -1.334487 -0.159824 -5.989547 0.0 0.0 0.0 0.573
H 0.589795 0.936184 -7.098179 0.0 0.0 0.0 0.451
H 2.729123 1.197226 -5.889797 0.0 0.0 0.0 0.522
H 2.944031 0.410285 -3.567117 0.0 -0.1 0.0 0.107
H 4.263794 1.820283 -2.180925 -0.1 0.0 0.0 0.174
H 6.608101 2.245688 -2.732853 0.0 0.0 0.0 0.550
H 8.407458 1.293910 -1.315894 0.0 0.0 0.0 0.419
H 7.821537 -0.076691 0.655419 0.0 0.0 0.0 0.441
H 5.479967 -0.472855 1.241858 0.0 0.0 0.0 0.489
H 2.615436 -2.486198 0.788884 0.0 0.0 0.0 -0.007
H 2.804094 -3.591717 2.981256 0.0 0.0 0.0 0.559
H 3.394835 -2.269243 4.986320 0.0 0.0 0.0 0.441
H 3.759430 0.176163 4.780750 0.0 0.0 0.0 0.674
H 3.469814 1.290886 2.617606 0.0 0.0 0.0 0.119
O -1.596912 -0.290226 0.112469 -0.1 0.2 -0.1 0.641
P -2.660440 -1.384001 0.362273 0.3 0.0 0.0 0.045
C -2.071947 -2.609064 1.581209 0.0 0.0 0.2 1.688
C -1.083513 -2.084189 2.640803 -0.1 -0.1 0.0 -0.136
C -1.742282 -1.623627 3.939982 0.0 0.1 -0.1 0.100
C -2.645310 -2.700275 4.522157 0.0 0.0 0.0 -1.479
C -3.748373 -3.042908 3.534426 0.1 0.0 0.0 -0.455
C -3.178182 -3.509445 2.192448 0.0 0.1 0.0 -1.629
C -4.189191 -0.636507 1.038184 -0.1 0.1 -0.1 2.304
C -4.467393 0.793704 0.562266 -0.2 -0.1 0.1 0.398
C -5.448194 1.469129 1.532228 0.0 0.0 0.0 -0.951
C -6.583908 0.525865 1.977483 0.1 0.0 0.0 -1.007
C -6.745441 -0.611335 0.978590 0.0 0.0 0.0 -1.057
C -5.484799 -1.483452 0.948048 0.0 0.1 0.1 -0.242
C -2.725018 -2.426849 -1.167808 -0.2 0.0 0.0 2.351
C -3.355087 -1.863221 -2.452751 0.0 -0.1 0.1 -1.193
C -4.856408 -2.110286 -2.579819 0.0 -0.1 0.0 -0.767
C -5.168476 -3.604923 -2.472344 0.0 0.0 0.0 -1.205
C -4.574010 -4.240760 -1.213274 0.0 0.1 -0.1 -0.778
C -3.085743 -3.927810 -1.080587 0.0 0.0 0.0 -1.560
H -1.494143 -3.246238 0.912340 0.1 -0.1 0.0 -1.454
H -0.455378 -1.297377 2.216034 0.0 0.0 0.0 -0.656
H -0.413660 -2.915540 2.891030 0.0 0.0 0.0 0.785
H -2.319607 -0.705978 3.775026 0.0 0.0 0.0 -0.147
H -0.961950 -1.370479 4.656410 0.1 0.1 0.1 0.275
H -3.073287 -2.369478 5.469699 0.0 0.0 0.0 0.523
H -2.050010 -3.596070 4.734475 0.0 0.0 0.0 0.384
H -4.388973 -2.165985 3.412801 0.0 0.0 0.0 0.026
H -4.385067 -3.836170 3.930436 0.0 0.0 0.0 0.503
H -3.989309 -3.665604 1.480052 0.0 -0.1 0.0 0.198
H -2.730204 -4.494957 2.354201 0.0 0.0 0.0 0.514
H -3.896306 -0.558120 2.092826 0.0 0.1 0.0 0.495
H -4.894911 0.773142 -0.445457 0.0 0.0 0.1 -0.088
H -3.542943 1.361350 0.512086 0.0 0.1 0.1 -0.791
H -5.868934 2.355683 1.052145 0.0 0.0 0.0 0.584
H -4.890375 1.809115 2.408930 0.0 0.0 0.0 0.107
H -7.515023 1.080795 2.084892 0.0 0.0 0.0 0.571
H -6.361091 0.102910 2.962470 0.0 0.0 0.0 0.327
H -6.952178 -0.201914 -0.015174 0.0 0.0 0.0 0.224
H -7.600164 -1.236070 1.236765 0.0 0.0 0.0 0.619
H -5.494007 -2.083725 0.047471 0.0 0.0 -0.1 -0.931
H -5.525890 -2.180515 1.783259 0.0 0.0 0.0 0.457
H -1.640522 -2.389000 -1.308637 -0.1 0.0 -0.1 -1.646
H -2.864315 -2.390494 -3.280770 0.0 0.0 0.0 0.852
H -3.120718 -0.816862 -2.588755 0.0 0.3 0.0 -0.095
H -5.199122 -1.733048 -3.545460 0.0 0.0 0.0 0.569
H -5.399322 -1.541496 -1.819933 0.0 0.0 0.0 0.014
H -4.739078 -4.102708 -3.347884 0.0 0.0 0.0 0.481
H -6.244818 -3.776677 -2.510499 0.0 0.0 0.0 0.519
H -4.710290 -5.323024 -1.244920 0.0 0.0 0.0 0.528
H -5.110689 -3.898773 -0.328720 -0.1 0.0 0.0 0.139
H -2.570108 -4.389545 -1.930925 0.0 0.0 0.0 0.825
H -2.667805 -4.402501 -0.194129 0.0 0.0 0.0 0.409
F 4.749505 6.630379 4.093525 0.0 0.0 0.0 -0.261
C 3.689081 7.004302 3.369066 0.0 -0.1 0.0 0.752
F 4.095727 7.932474 2.493725 0.0 0.0 0.0 -0.236
F 2.802017 7.577072 4.190436 0.0 0.0 0.0 -0.263
C 3.082011 5.826531 2.644740 0.1 0.0 0.0 0.181
C 1.730080 5.796775 2.365575 -0.1 0.0 0.0 -1.138
C 1.232617 4.716813 1.656127 0.0 -0.1 -0.1 -0.405
N 1.978563 3.697475 1.224734 -0.1 0.2 0.0 0.836
C 3.285427 3.760061 1.492911 0.0 -0.1 0.0 -0.446
C 3.882179 4.790585 2.196631 0.0 0.0 0.1 -1.512
H 1.074409 6.594552 2.687563 0.0 0.0 0.0 0.539
H 0.180104 4.685680 1.408479 0.0 0.0 0.0 0.548
H 3.907591 2.954997 1.112415 0.0 0.0 0.0 0.704
H 4.946691 4.781119 2.385940 0.0 0.0 0.0 0.577
```
Positions in Å, forces in eV/Å.

total charge	+2
LUMO level	-5.096	eV
spin multiplicity	1
frontier orbital gap	6.925	eV